Entry 1:
Entry from the Open Molecules 2025 dataset: a cluster of 2 separate species, C30H52BClIN2O5 in total at a distorted geometry (wB97M-V/def2-TZVPD).

Calculated values
Charge = +1
Kohn-Sham gap = 7.0946 eV
LUMO energy = -4.79 eV

Structure (XYZ):
```
92
Properties=species:S:1:pos:R:3:mulliken_charge:R:1
O -4.9220 2.2709 -1.4426 -0.452
H -3.4906 6.0492 -1.6054 0.338
H 2.1226 -0.9736 1.7757 0.034
H -2.7434 6.2436 -3.4237 0.126
I 3.9515 3.3526 -4.7601 0.060
H -4.4899 1.8589 -0.6159 0.448
C -2.4931 1.3929 -2.2032 0.289
H 1.0358 -6.7329 2.1441 0.313
H -0.8098 -3.8003 -1.9423 0.376
H 0.1540 -3.8414 1.4821 -0.330
N -1.4233 3.6985 -3.1836 -0.431
C 0.1742 -2.1901 6.2881 -0.574
H 2.9252 -1.9117 7.3487 0.218
C 0.1401 -3.1208 -1.7313 -0.532
O -4.4692 1.9860 -3.8431 -0.500
C 0.7642 -3.6245 5.6707 -0.423
H 1.7316 -4.7082 -2.2092 0.327
C -0.1370 -3.9296 4.3208 0.100
H 0.3578 -2.5000 -2.7066 0.320
H -1.2918 -2.4512 -0.0901 0.256
C 2.7572 -0.7625 7.1662 -0.956
O 2.5782 -0.9159 -2.5036 -0.670
H 2.5800 0.5570 5.2982 0.273
C 1.1755 -5.6284 2.5745 -0.686
H -1.0224 -5.8228 3.3093 0.297
C 1.2647 1.5855 -5.0422 -0.784
C -4.0393 1.8896 -2.5557 0.165
H -1.2437 9.6568 -4.8238 0.222
C -1.1987 2.3452 -2.5467 -0.505
C -2.1409 -0.0897 -1.5208 0.174
H 0.4781 -1.9619 0.3280 -0.390
C 1.8379 2.9322 -4.2785 -0.557
H -1.0088 -2.2338 6.1415 0.343
C -3.7276 -2.1134 -2.4448 0.520
C 2.9197 0.2661 -0.0512 -0.465
H 2.5156 2.8520 -1.9911 0.451
C 1.5403 2.9198 -2.6334 -0.723
H 1.5052 1.7508 -6.1999 0.423
C -3.1471 5.5247 -2.5933 -0.706
O -1.1419 7.6588 -5.2729 -0.480
H -1.2804 -3.8068 4.6314 0.269
C 0.0184 -5.4519 3.7324 -0.696
H 2.2707 -3.4747 -0.8419 0.159
C 1.3678 -4.0961 -1.2520 -0.491
C 1.0884 -4.5456 1.3463 0.442
H 3.4987 1.3063 -0.1238 0.303
H -1.6830 3.4968 -0.0296 0.219
B 2.0345 -0.0555 -1.3988 0.483
H 2.9107 -1.2524 4.8419 0.199
N 0.5933 0.4550 -1.6443 0.638
H 0.4428 -0.9649 4.2922 -0.009
H 2.6879 0.8100 2.1512 0.407
C 0.3672 1.8414 -2.2427 0.299
H 1.2193 3.8440 -4.7377 0.436
H -3.3291 -1.6698 -0.1836 0.420
H 3.7740 -0.5636 0.0041 0.255
H -1.8141 5.3933 -0.0783 0.381
H 3.5838 -0.8104 -2.4725 0.295
H -3.9599 4.8395 -3.0924 0.244
H 2.0865 -3.9051 1.3000 0.126
C -0.5523 -0.5043 -1.2571 0.269
H 1.8558 -3.4080 5.3014 0.163
H 0.3069 -6.1631 4.6328 0.326
H 2.2286 -5.5098 3.1137 0.232
C -1.7425 8.9263 -5.4650 -0.570
H 0.6882 -4.4551 6.4974 0.304
H -2.8010 8.8733 -5.1983 0.271
H 0.3318 -2.1098 7.4617 0.290
H 0.1095 0.0988 5.8158 0.311
H 1.5567 -6.2304 -0.2090 0.362
C 2.0858 0.1446 1.3639 -0.562
H 1.8193 -0.4565 7.8375 0.218
H 3.6829 -0.0964 7.4592 0.317
O -3.5765 -1.7761 -3.7400 -0.454
H 1.0825 4.0001 -2.4120 0.207
C -1.3322 4.4542 -0.6352 -0.952
H -1.6050 7.0319 -5.8544 0.293
H 1.7956 0.5899 -4.7291 0.201
H 0.0733 1.5200 -4.9971 0.191
H -0.2563 -5.4829 -0.2413 0.201
H -1.6337 9.2275 -6.5098 0.257
C 0.9111 -5.2501 -0.1509 -0.645
H -4.4487 -0.4377 -1.0685 0.385
Cl -4.3359 -3.8657 -2.1092 -0.149
C -1.8993 4.5041 -2.1764 0.432
C 2.3026 -0.5647 5.5900 -0.261
H 0.1165 -3.0803 3.5326 -0.341
H -0.1591 4.5376 -0.5547 0.234
C -0.3012 -1.9952 -0.5756 0.421
C -3.4330 -1.0494 -1.1928 -1.041
C 0.6884 -0.8766 5.4523 -0.371
H 0.9949 0.5360 1.1833 0.172
```


Entry 2:
Entry from the Open Molecules 2025 dataset: a cluster of 8 separate species, C22H56NO10 in total at a distorted geometry (wB97M-V/def2-TZVPD).

Calculated values
Expectation value of S² = 0.75
Charge = 0
Kohn-Sham gap (alpha / beta) = 8.5068 / 9.6094 eV
Multiplicity = 2
LUMO energy (alpha / beta) = 0.50 / 0.50 eV

Structure (XYZ):
```
89
Properties=species:S:1:pos:R:3:mulliken_charge:R:1
H 4.0712 -3.0938 -2.4729 0.281
H 5.9484 -0.8937 1.1737 0.126
H 7.5048 -4.1234 3.0520 0.306
O 3.0236 -1.1945 -0.5904 -0.597
H 1.9707 -1.8510 -5.2707 0.292
H -0.9776 -1.2625 -1.0036 0.115
O -3.5992 3.7524 1.4490 -0.408
O 6.0652 -2.8247 0.3984 -0.449
H -5.5927 2.0436 -5.4352 0.213
H 5.4334 -2.6346 -0.3033 0.232
O -0.0217 -1.4696 -4.7812 -0.478
H 0.6223 0.4179 2.5224 0.287
H -2.1309 -0.3440 2.7405 0.531
H -5.5996 4.2798 1.1884 0.298
H 6.4142 -2.5384 -3.9474 0.268
H -1.3620 1.9297 2.5984 0.514
H 1.6961 -1.2352 -3.6191 0.044
H -4.6681 1.7735 -6.9237 0.263
C -3.6803 0.4948 -2.2695 -1.816
H 3.6453 0.9972 0.3450 0.334
H 4.7668 -2.4229 -4.5917 0.255
H -4.4595 -1.0440 3.0543 0.377
N -3.7984 -0.8264 -0.2117 0.544
H 1.6146 2.2655 0.3098 0.388
H -2.0203 -2.6772 0.3215 0.277
H -3.7999 1.5725 -2.1571 0.329
C 2.9381 0.8281 1.1533 -0.898
H -1.8532 -2.3965 2.0595 0.353
O 2.9356 -0.5418 1.5744 -0.393
H 3.2909 1.4012 2.0104 0.521
H 1.0861 2.1026 2.7220 0.487
H -0.1587 -2.3655 -4.4664 0.267
H 1.5135 -0.1575 -5.0151 0.293
H 9.4824 -3.3886 4.9370 0.255
O 4.9870 -3.2766 -2.7019 -0.497
H -0.7530 -0.1421 0.7263 -0.259
H -6.1095 0.7849 -6.5713 0.263
O -2.7873 6.1664 3.1554 -0.472
H -0.8564 2.7018 1.1215 0.540
C -2.5826 0.0031 1.8122 -2.653
C 2.6918 -2.8536 1.1039 -1.329
C -4.9843 3.4394 1.5225 -0.630
C -3.3721 -1.1427 1.1753 1.998
H 1.0984 0.6005 0.0720 0.065
C 1.3663 -1.1743 -4.6603 -0.408
H 5.3067 -1.3070 -3.3113 0.239
C -2.8517 -0.0925 -1.0921 2.599
C -1.5079 0.6212 0.9236 2.281
H 7.4097 -1.8244 1.5553 0.049
C -2.5637 -2.4609 1.2358 -1.565
H -5.0548 -2.3237 1.9584 0.348
H -4.0770 7.8003 3.3052 0.270
O 8.1346 -4.3367 3.7452 -0.507
H -1.4361 1.4980 -1.0340 0.438
O -4.3555 -1.8273 -0.7846 -0.648
C 1.5389 1.2898 0.7919 -0.013
H -3.2805 0.8063 2.0700 0.313
H 1.9612 -2.9310 1.9015 0.390
H -4.6707 0.0510 -2.3019 0.433
H -5.2757 3.1653 2.5411 0.262
O -4.4370 0.3734 -5.3946 -0.408
H -3.2170 -3.3038 1.4408 0.376
H 3.6610 -3.2378 1.4204 0.316
H -5.1684 2.5901 0.8665 0.238
C 5.3789 -2.3298 -3.6910 -0.545
H 7.2044 -1.1446 -0.0685 0.249
H -2.9271 1.8188 -0.0811 0.145
H -1.3117 -0.4566 -2.5171 0.693
H -4.1225 -0.3001 -6.0016 0.256
H -3.1216 7.4449 4.7680 0.262
C 2.8838 -1.4554 0.5908 0.961
C -1.7754 -1.0035 -1.6975 -2.280
C -0.7974 1.7667 1.6788 -1.352
H 2.3738 -3.4585 0.2589 0.356
H -3.4426 4.5045 2.0298 0.266
C -4.6570 -1.3174 2.0185 -1.750
C -3.6520 7.0045 3.9211 -0.562
H -5.4126 -0.6181 1.6587 0.408
C 0.6365 1.3917 2.0257 -1.027
C 8.7707 -3.1322 4.1567 -0.518
H -2.2040 -1.9015 -2.1381 0.502
H -4.4591 6.3819 4.2978 0.228
H 9.3103 -2.6708 3.3245 0.223
H 8.0437 -2.4218 4.5603 0.235
C -5.2427 1.2856 -6.1315 -0.573
H -3.2066 0.3159 -3.2270 0.303
C 6.6829 -1.6015 0.7768 -0.209
H -2.0698 6.7065 2.8185 0.260
C -2.1842 1.0745 -0.3659 -1.971
```


Entry 3:
Entry from the Open Molecules 2025 dataset: the molecule C8H19N3Si at a distorted geometry (wB97M-V/def2-TZVPD).

Calculated values
Charge = 0
ΔE to the lowest compared entry with this formula, charge and spin = 15.4 kcal/mol
Kohn-Sham gap = 8.6874 eV
LUMO energy = 0.66 eV

Structure (XYZ):
```
31
Properties=species:S:1:pos:R:3:mulliken_charge:R:1
H -2.4793 1.2984 -2.3827 0.247
Si -0.1001 -0.7415 -0.4126 -0.055
H 4.0608 0.9491 0.4741 0.326
H 2.2821 -1.0797 3.0385 0.441
H -2.5355 1.8391 -0.0509 0.303
C -2.2884 0.4989 -1.6036 0.233
N 0.7433 -1.9851 -1.1734 -0.376
H 0.5022 -2.9233 -1.1552 0.193
C 3.3688 0.8772 1.3542 -1.190
H -2.8024 0.1548 0.4921 0.202
H -2.5134 -1.2013 -3.1607 0.278
H 1.3240 2.2820 1.1938 0.346
H -3.9454 -0.8246 -2.0520 0.454
H 3.8952 0.6717 2.2360 0.424
C 1.6163 -0.4024 2.5353 -1.286
C 2.1813 -0.1355 1.1812 0.027
C -3.0159 0.8461 -0.3539 -1.247
N -0.8487 0.4107 -1.4227 -0.323
H -1.0766 -1.4078 0.6171 -0.122
H -0.5618 3.0217 -0.9776 0.437
H 2.9335 1.9100 1.3565 0.274
N 1.1071 0.3504 0.3263 0.287
H 0.6443 -0.8821 2.4256 0.366
C -2.9107 -0.9161 -2.1387 -1.104
H -2.4226 -1.6468 -1.4025 0.213
H -4.0154 0.9091 -0.5781 0.566
H 1.5694 0.5456 3.1031 0.276
C -0.0664 2.2168 -0.4829 -0.979
C 0.7722 1.7162 0.3755 0.318
H 2.6075 -1.0087 0.6472 0.267
H 1.5728 -1.7437 -1.7296 0.203
```


Entry 4:
Entry from the Open Molecules 2025 dataset: the molecule C5H5NO at a distorted geometry (wB97M-V/def2-TZVPD).

Calculated values
SMILES = N#C[C@@H]1C[C@@H]1C=O
Charge = 0
ΔE to the lowest compared entry with this formula, charge and spin = 89.4 kcal/mol
Kohn-Sham gap = 10.4070 eV
LUMO energy = 0.59 eV

Structure (XYZ):
```
12
Properties=species:S:1:pos:R:3:mulliken_charge:R:1
C 0.7435 0.8176 0.9881 -0.072
H 0.0228 1.3207 1.6406 0.428
C -0.0487 -0.0871 -0.8093 -0.126
C 0.5671 -0.5928 0.5673 -0.119
H -1.5643 -1.2277 0.3386 0.278
C -0.5516 -1.3280 -0.0605 -0.481
H -0.3195 -2.3289 -0.4091 0.235
H 0.9482 0.3568 -1.1274 0.478
N -1.8943 1.7430 -1.0147 -0.440
O 1.6318 1.4236 0.4121 -0.510
C -1.0660 0.9489 -0.8529 0.091
H 1.5309 -1.0461 0.3271 0.239
```


Q: What is the charge in the third record?
A: 0